ORCA calculation (wB97M-V/def2-TZVPD) on a cluster of 14 separate species, C66H164N19O19P5 in total in a non-equilibrium geometry.

highest occupied orbital energy: -7.685 eV
charge: 0
total energy: -184765.3304 eV
LUMO level: 0.054 eV
multiplicity: 1
HOMO-LUMO gap: 7.7389 eV

Positions of all 273 atoms, in Å:
1 H -3.722 26.175 9.299
2 H -5.760 26.782 15.923
3 C -12.097 23.643 19.505
4 C -7.144 30.872 10.857
5 H -9.016 21.994 17.305
6 H -4.458 20.235 10.963
7 H -11.113 35.246 14.611
8 O -0.945 29.156 9.883
9 H 2.225 34.256 13.762
10 H -12.527 26.236 18.850
11 H -10.971 26.693 10.647
12 H 3.825 33.784 15.415
13 H 2.137 23.460 13.962
14 C -10.794 34.540 15.379
15 C -6.150 32.007 10.904
16 C -8.088 25.065 16.445
17 H -6.234 35.057 18.358
18 H -0.575 21.956 12.343
19 H 1.722 22.233 19.496
20 C -5.546 24.360 20.923
21 H -6.946 26.441 8.735
22 N 2.877 25.920 18.543
23 H -10.109 28.241 10.523
24 H 4.714 32.307 9.238
25 O -4.576 33.459 9.749
26 H -5.995 28.342 16.686
27 H -3.425 32.151 10.874
28 H -8.695 21.073 18.752
29 C 2.043 25.052 21.345
30 C -2.707 32.293 19.930
31 H -0.437 25.972 6.848
32 H -6.125 33.954 11.318
33 H 0.642 25.054 15.965
34 C -7.177 35.124 17.808
35 N 1.867 24.217 20.183
36 H -6.240 26.398 12.637
37 H 0.770 28.998 15.672
38 H 3.163 34.820 16.680
39 C -6.269 27.287 8.555
40 H -6.152 32.666 8.783
41 H 0.460 33.355 19.536
42 H -5.180 34.076 16.446
43 H -7.892 25.093 15.373
44 H -6.004 23.405 20.659
45 H -2.429 29.048 16.034
46 C 1.057 33.450 18.632
47 H -0.070 22.498 10.681
48 H -11.447 33.684 15.137
49 H -11.997 22.589 19.232
50 C -1.090 25.192 18.480
51 C -0.570 25.832 9.043
52 H 3.758 27.643 17.797
53 H 2.454 22.473 21.135
54 C -7.010 28.217 7.593
55 H -3.407 33.445 18.261
56 C -0.409 27.907 7.858
57 H 2.358 32.094 9.648
58 H 4.431 34.027 9.141
59 H -3.144 33.847 11.253
60 C -4.438 25.761 8.573
61 O -4.408 22.730 9.125
62 H -10.409 21.476 18.171
63 O -0.795 26.927 9.927
64 H -8.009 26.131 16.683
65 O -0.736 32.650 15.905
66 O -9.104 25.650 19.135
67 H 0.135 27.649 17.999
68 H -6.774 30.359 15.812
69 H -5.151 25.140 9.110
70 N 0.121 25.784 19.040
71 N -7.224 34.164 16.740
72 C -6.121 29.393 7.223
73 O -5.111 26.823 7.914
74 H 3.322 33.084 16.978
75 C 3.085 33.827 16.221
76 N 1.738 33.655 15.699
77 C 0.522 24.924 13.821
78 H -0.652 27.681 19.620
79 H -3.736 31.492 13.532
80 H -5.960 35.236 15.399
81 H -5.383 31.721 11.630
82 H -13.154 23.890 19.520
83 H -4.945 30.098 20.100
84 H 3.449 31.862 12.484
85 C 0.431 31.076 18.453
86 N -11.395 24.488 18.544
87 C -0.106 22.746 11.742
88 H 0.619 34.293 18.091
89 H -1.840 25.107 19.272
90 C -5.316 26.677 12.111
91 H -1.835 30.167 12.268
92 C -10.433 27.461 11.205
93 C -4.338 26.225 20.407
94 H -4.200 24.202 22.656
95 H 1.062 26.264 7.734
96 C 2.899 27.002 17.571
97 O -3.556 25.555 21.277
98 H 2.796 24.628 22.012
99 H 2.036 33.781 9.933
100 H -6.278 24.711 21.658
101 C 3.776 33.194 10.987
102 C 1.691 22.801 20.420
103 N 0.976 25.462 15.097
104 H -2.846 27.673 17.094
105 H 0.385 31.248 19.529
106 P 0.710 32.461 16.142
107 N -4.170 28.013 15.511
108 H -8.756 26.084 11.879
109 H 2.936 29.885 14.818
110 C -7.238 31.085 16.483
111 C 1.114 23.531 13.590
112 H -0.534 30.823 18.013
113 H -7.151 27.557 6.730
114 H -6.049 27.840 9.478
115 H -11.017 34.856 16.393
116 H -3.825 25.268 7.821
117 H -9.493 26.987 14.387
118 H -3.416 29.623 19.284
119 H -10.115 24.346 14.953
120 H -9.583 23.565 21.153
121 C -9.076 22.864 20.494
122 C 0.817 25.922 12.739
123 H 4.920 25.751 19.040
124 H -1.500 25.291 8.851
125 C -8.843 31.285 14.651
126 H -2.848 20.342 10.325
127 H -4.803 27.226 17.351
128 H -10.419 25.822 13.554
129 H -9.471 31.980 14.098
130 H -6.473 31.705 16.932
131 H -9.414 22.786 15.576
132 H 2.023 30.960 12.420
133 H -0.498 30.091 15.982
134 C -6.075 34.235 15.836
135 O -4.129 27.364 20.111
136 H -9.347 21.827 20.691
137 H 0.449 26.913 13.023
138 H 1.038 27.638 19.468
139 C -10.012 23.686 15.802
140 H -3.721 25.520 14.384
141 H -0.873 24.170 18.169
142 H -4.502 21.850 7.243
143 C 0.342 29.937 15.304
144 H -5.294 31.850 18.538
145 H -6.659 29.906 10.686
146 N 0.969 32.241 17.782
147 H 3.712 34.176 11.458
148 H -2.311 31.078 14.602
149 C 2.388 32.867 10.428
150 H 0.514 34.334 14.073
151 H 0.392 25.698 11.764
152 C -4.489 20.390 8.841
153 H -7.903 30.545 17.165
154 H 0.272 31.358 12.408
155 H 0.737 22.610 20.937
156 C -3.330 26.044 13.508
157 H -5.930 30.031 8.090
158 H -5.591 27.560 11.537
159 O -11.103 27.786 13.452
160 P -4.506 28.459 13.935
161 H -8.160 30.872 13.897
162 H -6.010 21.864 8.310
163 C -5.481 32.367 9.592
164 H -2.121 27.450 15.433
165 C -4.936 21.728 8.228
166 O -1.866 32.957 20.472
167 H -9.408 30.441 15.057
168 C -3.889 22.239 10.265
169 C -12.174 25.612 18.031
170 N -8.318 28.591 8.114
171 H -7.991 34.934 18.508
172 H -4.849 24.806 18.895
173 H -0.816 23.592 11.745
174 C -3.856 20.731 10.202
175 N -3.267 29.447 13.599
176 H 4.501 31.343 11.467
177 C -3.284 30.771 14.219
178 H -1.404 28.068 7.429
179 H -11.516 26.161 17.354
180 C -9.372 21.800 18.316
181 H -0.567 24.818 13.885
182 H 1.982 25.328 15.155
183 H -7.298 36.154 17.445
184 H -3.809 19.818 8.207
185 C -10.026 26.843 13.446
186 C -0.014 26.437 7.735
187 H -2.347 26.500 13.592
188 H -8.315 29.456 8.642
189 H 1.014 30.537 10.999
190 C -2.476 29.293 12.369
191 H -7.671 30.763 11.805
192 C -5.233 27.606 16.426
193 C -4.050 30.449 19.601
194 H 3.105 30.428 16.483
195 H 1.890 26.116 12.613
196 H -6.235 33.533 15.023
197 O -9.464 33.091 17.539
198 P -9.753 24.536 18.430
199 C -9.299 26.990 12.122
200 H -5.310 19.682 8.962
201 O -5.890 28.968 13.832
202 H -3.255 25.288 12.721
203 C 0.134 27.223 19.011
204 O -12.241 28.945 11.918
205 P -8.610 33.335 16.364
206 O 1.372 32.600 11.377
207 C 2.714 30.716 15.498
208 H 1.126 30.221 18.492
209 N -9.381 24.508 16.831
210 H -3.958 30.680 15.078
211 H -11.686 23.742 20.512
212 H -5.166 28.927 6.966
213 H -1.751 28.494 12.562
214 C 4.118 25.169 18.572
215 H 1.676 35.533 14.794
216 C -4.302 31.404 18.454
217 H -8.009 22.967 20.712
218 H -9.430 35.061 13.247
219 H -3.607 23.472 21.086
220 N -6.756 33.188 11.553
221 H -7.946 35.302 14.094
222 H 1.091 25.187 21.874
223 C -8.751 34.571 13.949
224 H 0.099 25.129 9.537
225 H 5.779 33.448 10.105
226 C 4.752 33.230 9.821
227 H -1.496 25.707 17.606
228 H -2.291 32.117 17.905
229 H -4.373 30.861 17.503
230 H -7.314 24.538 17.011
231 C -2.799 28.019 16.067
232 N 1.310 31.019 15.500
233 N -8.034 31.974 15.629
234 N -9.389 34.208 15.188
235 H 2.060 27.669 17.697
236 H 2.981 26.630 16.548
237 H 4.476 24.920 17.563
238 H -8.686 27.895 12.153
239 P 1.537 24.893 18.707
240 C -3.180 32.405 18.472
241 H 0.306 28.547 7.351
242 H 2.097 33.651 18.893
243 O -3.427 22.973 11.090
244 C -5.347 25.298 19.736
245 N 4.259 32.200 11.965
246 O 1.354 23.984 17.554
247 H -4.900 31.532 9.171
248 H -8.329 33.740 13.378
249 H -2.517 33.163 9.793
250 H -7.941 30.981 10.110
251 N -4.276 27.066 13.060
252 H -7.635 33.512 11.155
253 N -9.324 23.054 19.062
254 C -0.674 28.132 9.331
255 H 2.381 26.035 21.020
256 H -10.859 23.136 16.219
257 H -12.978 25.261 17.379
258 H 3.306 31.511 15.039
259 C -4.162 24.273 21.576
260 H -3.075 29.077 11.490
261 H -8.953 28.793 7.351
262 H -4.995 25.843 11.491
263 H -6.450 30.073 6.438
264 H -0.043 29.856 14.286
265 H 4.050 24.236 19.123
266 C 1.172 31.260 11.804
267 O 1.142 23.083 12.246
268 C 1.482 34.487 14.539
269 H 0.505 22.804 14.149
270 C -3.402 33.158 10.444
271 C -11.399 28.139 12.167
272 O -3.338 31.282 20.556
273 H -6.136 25.923 19.326